# 1
Here is a 14-piece molecular cluster, C7H38O14 overall in a non-equilibrium geometry from the Open Molecules 2025 dataset. Energies are from wB97M-V/def2-TZVPD.

Structure (XYZ):
```
59
Properties=species:S:1:pos:R:3:nbo_charge:R:1
O 1.95589 2.86561 0.33628 -0.550
C 1.36841 2.29135 -0.55576 0.453
C 0.66117 1.00825 -0.36428 -0.549
C -0.70123 0.82500 -1.04951 -0.425
C -0.87932 0.29043 -2.56810 -0.461
C -3.06393 -0.65829 -1.87643 -0.453
C -1.94620 -0.82332 -2.59275 0.009
C -1.74660 -1.95424 -3.53950 -0.636
H 1.53956 2.46103 -1.62575 0.116
H 0.43816 0.80980 0.69071 0.231
H 1.28015 0.13428 -0.54136 0.245
H -1.19039 1.74622 -0.77090 0.235
H -1.35521 0.19162 -0.45727 0.237
H 0.12928 0.00154 -2.72460 0.199
H -1.33415 1.09069 -3.17993 0.230
H -3.91194 -1.36289 -1.90262 0.195
H -3.00871 -0.01554 -1.02173 0.238
H -1.77346 -1.83776 -4.65497 0.212
H -0.60887 -2.25432 -3.22817 0.177
H -2.50446 -2.72114 -3.35890 0.223
H 2.82518 -2.44860 -3.25071 0.482
H 1.57239 -1.84663 -3.73058 0.466
O 2.54452 -1.76464 -3.87846 -0.948
H 2.54098 -0.73657 0.82519 0.498
H 2.74336 0.40072 1.65875 0.482
O 2.43360 -0.53430 1.77766 -0.971
H 0.55784 -2.36501 -1.01635 0.483
H 1.33767 -2.71068 0.17756 0.502
O 1.50512 -2.45286 -0.74187 -1.044
H -4.43462 1.73177 0.22986 0.477
H -4.38461 1.33676 -1.28141 0.471
O -3.93196 1.82321 -0.58422 -0.939
H 0.40518 2.82263 3.03978 0.500
H -0.81988 3.21265 3.74058 0.471
O -0.09571 3.62358 3.24529 -0.959
H -2.72709 -2.40607 1.29991 0.410
H -2.74944 -1.05795 2.12257 0.499
O -3.03362 -1.48453 1.28614 -1.048
H 1.29094 0.08294 3.02908 0.506
H 1.03506 0.21235 4.43809 0.473
O 1.09864 0.80962 3.67451 -0.996
H -0.79166 0.16323 3.72511 0.490
H -1.60142 -1.00134 4.41040 0.475
O -1.64543 -0.31513 3.73889 -1.004
H 3.56266 -2.17491 -1.36771 0.480
H 3.80751 -1.12131 -2.34006 0.482
O 4.25499 -1.53023 -1.59616 -0.968
H -0.89482 -2.10278 0.91576 0.474
H -0.54560 -3.52413 1.15934 0.268
O -0.17218 -2.73871 0.72798 -1.258
H -1.28745 3.77114 1.66359 0.500
H -2.74387 4.24268 1.17833 0.465
O -2.13141 3.51282 1.25202 -0.978
H 0.16836 -2.69211 3.18390 0.444
H 1.45794 -1.85928 3.65275 0.469
O 0.52408 -2.03581 3.79014 -1.088
H 1.77793 0.28222 -3.83712 0.479
H 2.89475 1.38630 -3.78628 0.474
O 2.36520 0.77293 -3.25719 -0.947
```

Values from the calculation:
Largest force on an atom, Eh/bohr: 0.06776
Total charge: -1
⟨S²⟩: 0.7505
Orbital gap (spin up / spin down), eV: 2.7 / 9.2
ΔE to the lowest compared entry with this formula, charge and spin, eV: 0.000
Multiplicity: 2

***

# 2
Here is C20H14F16KN9O4S2 as an isolated structure in a non-equilibrium geometry from the Open Molecules 2025 dataset. Energies are from wB97M-V/def2-TZVPD.

Structure (XYZ):
```
66
Properties=species:S:1:pos:R:3:nbo_charge:R:1
K -0.13361 0.38227 -0.64569 0.904
C -1.67363 -2.20090 1.15191 -0.416
N -0.72408 -1.22736 1.65984 -0.455
C 0.46026 -1.91897 2.15196 -0.207
C 1.66725 -1.03550 2.44350 -0.238
N 2.15380 -0.40789 1.23633 -0.649
C 3.39980 -0.00100 1.19332 0.106
C 4.44903 -0.08423 2.15875 0.227
F 4.20818 -0.60393 3.39781 -0.346
C 5.73531 0.37368 1.94657 0.269
F 6.65587 0.20887 2.91839 -0.322
C 6.11003 0.99929 0.77602 0.150
F 7.38988 1.38903 0.54589 -0.325
C 5.12057 1.15358 -0.18731 0.269
F 5.44155 1.78229 -1.34554 -0.338
C 3.84815 0.69750 0.01406 0.254
F 2.93906 0.94406 -0.96274 -0.336
C -1.35885 -0.38718 2.67496 -0.234
C -2.20876 0.73341 2.06670 -0.234
N -1.41853 1.79928 1.49262 -0.672
C -0.96899 2.76519 2.27086 0.094
C -1.09847 2.98690 3.67715 0.190
F -1.72873 2.07274 4.47490 -0.345
C -0.57922 4.08441 4.33931 0.276
F -0.77172 4.19603 5.67109 -0.324
C 0.12757 5.06503 3.67936 0.155
F 0.60540 6.15976 4.32463 -0.327
C 0.31252 4.89609 2.31088 0.254
F 1.00326 5.83199 1.62930 -0.320
C -0.19824 3.80976 1.65434 0.304
F 0.04346 3.71322 0.33140 -0.325
H -2.02344 -2.88215 1.95221 0.143
H -1.21610 -2.79315 0.35994 0.206
H -2.55013 -1.71180 0.72892 0.207
H 0.75705 -2.63738 1.38181 0.190
H 0.21282 -2.50674 3.06001 0.143
H 2.40137 -1.69819 2.92734 0.173
H 1.40428 -0.28907 3.20722 0.171
H -0.58469 0.07996 3.28194 0.207
H -1.96436 -1.01856 3.35514 0.146
H -2.93462 1.06370 2.82008 0.171
H -2.81213 0.30873 1.25418 0.170
F -3.27979 2.83911 -2.20329 -0.301
C -2.82302 2.67592 -3.43702 0.721
F -3.86403 2.57539 -4.27094 -0.321
F -2.12012 3.76165 -3.78312 -0.319
S -1.71489 1.21214 -3.57157 2.259
O -0.64894 1.48304 -2.63962 -0.967
O -1.39436 1.11349 -4.96451 -0.926
N -2.74768 0.11956 -3.07107 -1.238
S -2.34372 -1.31638 -2.57888 2.272
O -3.47918 -1.97376 -2.00793 -0.932
O -1.08886 -1.34617 -1.87249 -0.974
C -2.03026 -2.27088 -4.12426 0.710
F -1.87441 -3.56650 -3.82095 -0.323
F -0.94063 -1.84700 -4.75053 -0.300
F -3.07289 -2.16665 -4.95706 -0.323
N 4.23834 0.70832 -3.95983 -0.618
N 3.51070 -0.40754 -3.54110 0.164
N 4.02017 -1.33613 -2.77378 -0.281
C 2.97497 -2.15104 -2.66070 0.100
N 1.91175 -1.72324 -3.34712 -0.277
N 2.27731 -0.59107 -3.90784 -0.069
H 4.79927 0.96699 -3.15170 0.396
H 3.53600 1.43523 -4.07416 0.381
H 2.98887 -3.04510 -2.06267 0.204
```

Values from the calculation:
Largest force on an atom, Eh/bohr: 0.05441
Total charge: -2
Orbital gap, eV: 5.7
ΔE to the lowest compared entry with this formula, charge and spin, eV: 0.467

***

# 3
Here is C20H30AsN2O3PdS2 as an isolated structure in a non-equilibrium geometry from the Open Molecules 2025 dataset. Energies are from wB97M-V/def2-TZVPD.

Structure (XYZ):
```
59
Properties=species:S:1:pos:R:3:nbo_charge:R:1
Pd -0.32398 0.42587 0.30655 1.016
C -0.16605 -0.91104 3.97825 -1.009
As -0.36638 -1.92552 2.39239 1.975
C -1.14605 -3.60939 2.78984 -0.999
C 1.34598 -2.26973 1.65259 -1.014
O -1.33295 -1.07477 1.27140 -1.084
H 0.42872 -1.46888 4.70105 0.256
H -1.15309 -0.70576 4.38863 0.260
H 0.32966 0.02237 3.71705 0.284
H -0.48867 -4.15719 3.46263 0.258
H -1.28183 -4.16136 1.86212 0.262
H -2.11697 -3.45369 3.25588 0.263
H 1.91379 -2.89279 2.34433 0.253
H 1.86124 -1.32479 1.49170 0.275
H 1.21917 -2.78023 0.69946 0.260
C 6.58710 2.87246 8.50751 -0.720
C 5.73235 2.53323 7.31079 0.439
O 5.07476 1.53521 7.22321 -0.546
S 5.79235 3.80528 6.04721 0.222
C 4.59558 3.18077 4.90842 -0.202
C 4.78973 1.95030 4.28728 -0.125
C 3.84363 1.46165 3.40808 -0.191
C 2.68968 2.19839 3.12762 -0.126
C 2.51344 3.44112 3.72732 -0.169
C 3.46154 3.92556 4.61590 -0.197
C 1.69114 1.63297 2.25625 -0.138
C 0.89515 1.15504 1.47971 -0.246
H 6.90079 1.94851 8.98652 0.245
H 5.98003 3.44751 9.20854 0.250
H 7.45105 3.47515 8.23173 0.234
H 5.68128 1.37650 4.50069 0.222
H 3.99632 0.50597 2.92403 0.213
H 1.62957 4.02411 3.50691 0.223
H 3.31415 4.88637 5.09164 0.230
C 2.44879 -1.14689 -3.53730 -0.825
S 1.04158 -0.17108 -3.09311 1.244
C 1.78966 1.43379 -3.13904 -0.830
O 0.79305 -0.46408 -1.62724 -1.039
H 2.78818 -0.85734 -4.53173 0.248
H 2.13802 -2.18908 -3.54632 0.254
H 3.22915 -0.98485 -2.79383 0.246
H 2.06123 1.68334 -4.16431 0.248
H 2.66338 1.43576 -2.48715 0.247
H 1.04337 2.13822 -2.77518 0.252
C -3.84597 1.07210 -4.27813 -0.652
C -3.37550 1.22491 -2.87292 0.197
C -3.90886 1.90738 -1.80022 -0.336
C -3.02770 1.68757 -0.72933 0.194
N -2.01021 0.92694 -1.12139 -0.406
N -2.23824 0.66181 -2.42783 -0.334
C -3.12994 2.18226 0.67438 -0.658
H -4.80840 1.56254 -4.40130 0.244
H -3.96798 0.02114 -4.54269 0.234
H -3.14691 1.52247 -4.98356 0.233
H -4.81963 2.48085 -1.79262 0.240
H -1.63004 0.02454 -2.91419 0.412
H -4.06663 2.71610 0.82174 0.236
H -2.31440 2.86374 0.91915 0.235
H -3.09717 1.35013 1.37907 0.242
```

Values from the calculation:
Largest force on an atom, Eh/bohr: 0.04734
Total charge: +1
Orbital gap, eV: 6.5
ΔE to the lowest compared entry with this formula, charge and spin, eV: 1.534

***

# 4
Here is C16H22IrNO7SSe2 as an isolated structure in a non-equilibrium geometry from the Open Molecules 2025 dataset. Energies are from wB97M-V/def2-TZVPD.

Structure (XYZ):
```
50
Properties=species:S:1:pos:R:3:nbo_charge:R:1
Ir -0.35925 -1.02256 -1.45695 0.779
O 3.87497 3.02432 -3.09048 -0.735
C 3.55572 2.76532 -1.72198 -0.051
C 2.45344 1.70288 -1.61556 -0.146
C 2.21941 1.49768 -0.11862 -0.074
O 3.31313 0.86578 0.52734 -0.745
C 2.94473 0.45690 -2.34756 -0.558
Se 1.97936 -1.24826 -2.19891 -0.168
C 1.19343 2.25668 -2.26287 -0.576
Se -0.48700 1.24833 -2.13130 0.125
H 4.65300 3.58614 -3.11571 0.465
H 3.20609 3.68688 -1.23838 0.152
H 4.43248 2.40042 -1.17907 0.181
H 1.31027 0.92973 0.04557 0.219
H 2.07709 2.48124 0.34719 0.156
H 3.08280 -0.07156 0.57215 0.491
H 3.95352 0.22961 -2.00330 0.220
H 2.99974 0.68155 -3.40994 0.220
H 1.37017 2.43677 -3.32226 0.232
H 0.94250 3.21664 -1.80278 0.214
C -0.27934 0.36886 4.61203 -0.627
C -1.15370 0.31205 3.38930 -0.004
C -1.13617 1.33421 2.44971 -0.208
C -1.87897 1.24552 1.28002 -0.204
C -2.65014 0.12002 1.04595 -0.268
C -2.70700 -0.89952 1.98994 -0.218
C -1.96774 -0.79560 3.15407 -0.220
S -3.42377 -0.12658 -0.53329 2.339
O -4.68549 -0.79850 -0.31134 -0.980
O -3.44400 1.16239 -1.17087 -0.959
N -2.42655 -1.14591 -1.26226 -1.012
C -2.95938 -2.46706 -1.59379 -0.348
C -1.84848 -3.38408 -2.08031 0.773
O -2.05045 -4.55895 -2.29292 -0.625
O -0.66266 -2.82679 -2.25495 -0.719
H 0.10017 1.37661 4.77860 0.211
H 0.58076 -0.29301 4.48760 0.228
H -0.82068 0.05019 5.50427 0.208
H -0.50809 2.20152 2.61967 0.206
H -1.85507 2.02858 0.53443 0.247
H -3.33055 -1.76495 1.80054 0.230
H -2.00044 -1.59731 3.88428 0.204
H -3.71254 -2.41627 -2.38353 0.224
H -3.43892 -2.96033 -0.74503 0.217
C -0.31995 -2.94238 0.72935 -0.744
C 0.19109 -1.55766 0.35927 0.544
O 0.92657 -0.95083 1.08528 -0.606
H -0.23735 -3.05370 1.81007 0.227
H 0.32456 -3.66660 0.22643 0.256
H -1.34129 -3.11844 0.41087 0.228
```

Values from the calculation:
Largest force on an atom, Eh/bohr: 0.02633
Total charge: -1
⟨S²⟩: 0.7587
Orbital gap (spin up / spin down), eV: 7.1 / 5.7
ΔE to the lowest compared entry with this formula, charge and spin, eV: 0.000
Multiplicity: 2

***

Among the records above, which one has the lowest total charge?
C20H14F16KN9O4S2

***

Look up the largest force on an atom of the third one.
0.04734 Eh/bohr